Molecular formula: C5H8O2
Method: DFT, ωB97M-V with the def2-TZVPD basis set

Each line ends with the Mulliken charge.
CARTESIAN COORDINATES (ANGSTROEM)
C (1.5507, 0.2808, 1.1141)  -0.846
C (1.1172, -0.5948, 0.1523)  -0.173
O (0.1926, -1.5751, 0.5384)  -0.401
C (-0.9356, -1.1299, -0.1727)  -0.207
C (-1.3794, 0.3180, -0.0139)  -0.348
C (-0.5916, -0.0228, -1.0592)  0.187
O (-0.3210, 0.2554, -2.3521)  -0.495
H (0.2512, 1.1892, 1.2744)  0.008
H (1.3806, 0.0254, 2.1568)  0.378
H (2.3863, 0.9431, 0.9029)  0.327
H (1.6451, -0.7696, -0.7824)  0.419
H (-1.6564, -1.9289, -0.3546)  0.397
H (-0.5863, 1.1315, 0.9905)  0.014
H (-2.3512, 0.7581, 0.1662)  0.418
H (-0.7021, 1.1195, -2.5606)  0.322

For the LUMO energy, the calculation gives 0.66 eV. As for the HOMO energy: -0.3051 Ha. For the energy relative to the best compared isomer or geometry (same formula, charge and spin), the calculation gives 658.0 kJ/mol. As for the total energy: -345.554329 hartree.